1.
{
  "formula": "C2H6N4OS",
  "method": "wB97M-V/def2-TZVPD",
  "elements": ["H", "N", "C", "N", "N", "C", "O", "N", "S", "H", "H", "H", "H", "H"],
  "positions_angstrom": [[-0.4854, 1.4084, 1.5297], [-0.1156, 2.0840, 0.8839], [0.6614, 1.5782, 0.0072], [1.0022, 0.2404, -0.2417], [2.3014, 0.0699, -0.7817], [0.3891, -0.8907, 0.2870], [1.0671, -1.8565, 0.5949], [-0.9655, -0.7969, 0.5647], [-2.0475, -0.1656, -0.6116], [1.2551, 2.2038, -0.6518], [2.8628, -0.4148, -0.0741], [2.2619, -0.4175, -1.6458], [-1.2932, -1.6176, 1.0838], [-2.2379, 1.0346, 0.0426]],
  "atomic_forces_ev_per_a": [[-0.32, -0.56, 0.17], [0.92, 0.13, -0.99], [-0.24, 0.31, 0.71], [0.04, -0.08, -0.55], [-0.12, 0.82, 1.49], [0.95, -0.32, 1.00], [-0.70, 0.15, -0.27], [-0.12, -0.51, -0.26], [-0.02, 0.71, 0.94], [-0.22, 0.22, -0.03], [-0.22, 0.02, -0.65], [-0.07, -0.70, -0.52], [0.15, 0.46, -0.41], [-0.04, -0.65, -0.61]],
  "e_lumo_ev": 0.583,
  "e_above_lowest_kj_mol": 191.2,
  "e_tot_ha": -772.225435,
  "smiles": "[H]/N=C\\N(N)C(=O)NS",
  "gap_ev": 10.5,
  "fmax_ha_per_bohr": 0.03324
}

***

2.
{
  "formula": "C2H6NO2P",
  "method": "wB97M-V/def2-TZVPD",
  "elements": ["C", "O", "N", "O", "C", "P", "H", "H", "H", "H", "H", "H"],
  "positions_angstrom": [[-2.0691, -0.3451, -0.3980], [-0.5429, -0.3011, -0.4295], [0.2045, 0.7964, 0.3282], [-0.4702, 1.7608, 0.6532], [1.4908, 0.7119, 0.5058], [2.6089, -0.6493, 0.0892], [-2.5337, 0.6252, -0.7184], [-2.3076, -1.0535, -1.2139], [-2.4920, -0.6735, 0.6442], [2.0104, 1.5864, 0.9020], [2.0605, -1.4900, 0.8699], [2.0405, -0.9681, -1.2327]],
  "atomic_forces_ev_per_a": [[0.67, 0.93, 1.20], [0.01, 0.24, 0.66], [-1.65, 0.48, -0.31], [-0.60, -0.17, -0.09], [0.48, -0.85, -0.60], [1.52, 2.85, -3.49], [0.75, -0.67, 0.61], [0.47, 0.09, 0.73], [1.03, 0.57, -2.05], [-0.94, -0.03, 0.01], [-1.98, -3.25, 2.07], [0.25, -0.19, 1.25]],
  "e_lumo_ev": 0.735,
  "e_above_lowest_kj_mol": 592.7,
  "e_tot_ha": -626.194647,
  "smiles": "CO/[N+]([O-])=C\\P",
  "gap_ev": 9.9,
  "fmax_ha_per_bohr": 0.09244
}

***

3.
{
  "formula": "C4H11N3O",
  "method": "wB97M-V/def2-TZVPD",
  "elements": ["C", "N", "N", "N", "O", "H", "H", "H", "H", "H", "C", "C", "C", "H", "H", "H", "H", "H", "H"],
  "positions_angstrom": [[-0.1492, -1.9476, -1.5649], [0.4482, -1.0524, -0.6082], [1.7551, -1.3667, -0.2535], [-0.5661, -0.8752, 0.7543], [0.0444, -0.9544, 1.7717], [0.4611, -1.9960, -2.4707], [-1.1429, -1.5701, -1.8001], [-0.2512, -2.9636, -1.1571], [2.1124, -0.5907, 0.2999], [1.7736, -2.1829, 0.3674], [-1.7106, 1.6636, -0.1634], [-0.4783, 1.3202, 0.1882], [0.3433, 1.9838, 1.2402], [-2.2189, 2.5208, 0.2671], [-2.2618, 1.1181, -0.9195], [0.1254, 0.4330, -0.5068], [-0.2356, 2.7098, 1.8141], [0.7504, 1.2527, 1.9451], [1.2008, 2.4977, 0.7961]],
  "atomic_forces_ev_per_a": [[-0.18, -0.56, 0.49], [0.70, -0.48, 0.53], [-0.54, -0.22, 0.43], [1.24, -1.56, 1.21], [-0.89, 0.04, -2.44], [-0.07, 0.16, 0.19], [0.00, -0.02, -0.08], [-0.03, -0.07, -0.15], [0.09, -0.04, -0.20], [0.08, 0.01, -0.11], [-0.07, 0.27, 0.06], [1.56, -0.68, -1.89], [-0.10, 0.33, 0.06], [-0.11, -0.05, 0.19], [0.05, 0.00, -0.09], [-1.70, 2.82, 1.72], [0.03, 0.06, 0.04], [-0.02, -0.01, 0.02], [-0.05, -0.01, 0.00]],
  "e_lumo_ev": -0.247,
  "e_above_lowest_kj_mol": 679.4,
  "e_tot_ha": -398.295387,
  "smiles": "CN(N)N=O.C=CC",
  "gap_ev": 8.0,
  "fmax_ha_per_bohr": 0.07222
}

***

4.
{
  "formula": "C4H12N2O",
  "method": "wB97M-V/def2-TZVPD",
  "elements": ["C", "C", "N", "C", "N", "C", "O", "H", "H", "H", "H", "H", "H", "H", "H", "H", "H", "H", "H"],
  "positions_angstrom": [[1.4778, -0.6837, 1.7813], [0.9372, -0.6295, 0.4037], [1.9986, -0.3906, -0.6102], [0.0293, 0.6113, 0.2542], [-0.7761, 0.5435, -1.0134], [-2.2129, 0.6201, -0.7431], [-2.9735, 0.6650, -1.9186], [1.8373, 0.3114, 2.0552], [2.2631, -1.4130, 2.0013], [0.5758, -0.8821, 2.3442], [0.3698, -1.5887, 0.2788], [2.6890, -1.1370, -0.6170], [1.5811, -0.4304, -1.5345], [-0.7763, 0.6488, 1.0160], [0.6937, 1.4820, 0.3021], [-0.4466, -0.3657, -1.3094], [-2.3161, 1.5409, -0.1557], [-2.3975, -0.2712, -0.1273], [-2.5537, 1.3690, -2.4076]],
  "atomic_forces_ev_per_a": [[0.10, 0.71, 0.77], [0.17, 0.28, -1.33], [-0.25, -0.76, 0.12], [-1.52, -0.36, 0.00], [1.85, 0.43, 0.07], [1.33, -0.51, 0.38], [0.09, -0.54, 0.74], [0.15, -0.10, 0.16], [-0.26, -0.04, -0.28], [0.13, -0.21, 0.89], [0.12, 0.66, -0.45], [-0.07, 0.01, 0.22], [0.09, 0.25, -0.08], [0.99, 0.05, 0.46], [-0.36, -0.02, -0.01], [-1.14, -0.23, -0.93], [-0.32, -0.20, 0.08], [-1.20, 0.23, -0.23], [0.07, 0.36, -0.59]],
  "e_lumo_ev": 0.980,
  "e_above_lowest_kj_mol": 182.3,
  "e_tot_ha": -344.315569,
  "smiles": "C[C@H](N)CNCO",
  "gap_ev": 10.1,
  "fmax_ha_per_bohr": 0.03702
}

***

Values for HOMO, eV, ordered as above
-9.912 -9.152 -8.283 -9.162